No. 1
Density functional theory data (ωB97M-V/def2-TZVPD) for C9H4Cl2GaN2O3Ru as an isolated structure.

```
22
Properties=species:S:1:pos:R:3
Ru 2.67468 3.27840 -3.74025
Ga 0.75807 0.59469 -1.27971
Cl 1.86336 1.16962 -3.19173
Cl -1.18618 1.37058 -1.64358
C 1.92599 -0.08013 0.35419
C 2.95969 3.49771 -5.51888
C 3.59556 4.82503 -3.45831
O 2.59916 -0.46693 1.20944
O 3.09614 3.62611 -6.68957
O 4.22261 5.81220 -3.40903
N -4.35296 -3.91619 3.57146
C -3.57862 -3.26088 2.97877
C -2.65499 -2.42805 2.23039
C -2.80110 -1.02344 2.24157
C -1.95486 -0.27634 1.40968
N -0.96465 -0.83598 0.71834
C -0.76747 -2.14154 0.75834
C -1.64344 -2.98347 1.45135
H -3.58498 -0.52259 2.80896
H -2.05392 0.79542 1.33107
H 0.08185 -2.55135 0.20769
H -1.44994 -4.04564 1.36280
```

Results
* highest occupied orbital energy (alpha / beta): -22.8 / -22.6 eV
* Kohn-Sham gap (alpha / beta): 6.938 / 3.997 eV
* LUMO energy (alpha / beta): -15.89 / -18.64 eV
* electronic energy: -98468.023 eV
* ⟨S²⟩: 8.812
* multiplicity: 6
* net charge: +4
* maximum force: 0.2790 Eh/bohr

Here are the natural (NBO) charges for atoms 1 to 5, given in e:
1 Ru 1.2262
2 Ga 1.4640
3 Cl -0.3639
4 Cl -0.2598
5 C 0.5108

---

No. 2
Density functional theory data (ωB97M-V/def2-TZVPD) for C9H4Cl3NO6SbSe4Ti as an isolated structure.

```
29
Properties=species:S:1:pos:R:3
Ti 0.91753 -1.15297 -0.16634
O 1.58258 0.22192 0.89779
C 1.22877 1.48115 0.98150
C 0.13308 2.04396 0.29297
C -0.26253 3.36444 0.57220
C -1.40634 3.88684 0.00666
C -2.21251 3.13960 -0.85107
C -1.82014 1.85189 -1.16302
C -0.64861 1.28892 -0.64778
O -0.29287 0.07512 -1.01143
N -1.79520 5.25236 0.33227
O -1.07182 5.90721 1.06584
O -2.83525 5.68687 -0.14002
H 1.78841 2.10133 1.67718
H 0.31842 3.96795 1.25542
H -3.11165 3.57373 -1.25968
H -2.40207 1.24379 -1.84360
Se 5.39413 -6.62826 -1.73175
Sb 5.85586 -4.57866 -0.55609
Se 2.63866 -1.28771 -1.86996
Se 2.81744 -2.76549 -0.09157
Se 6.34567 -5.03364 1.75682
Cl -2.03937 -4.49809 2.02679
C -2.07080 -3.70657 0.44853
Cl -3.37978 -2.49513 0.41551
Cl -2.33642 -4.90095 -0.81584
C -0.76391 -2.91536 0.20220
O -0.21086 -2.34030 1.17813
O -0.36037 -2.78397 -0.96165
```

Results
* highest occupied orbital energy (alpha / beta): -1.7 / -1.7 eV
* Kohn-Sham gap (alpha / beta): 5.022 / 5.147 eV
* LUMO energy (alpha / beta): 3.37 / 3.49 eV
* electronic energy: -351782.843 eV
* ⟨S²⟩: 0.782
* multiplicity: 2
* relative energy (zero: lowest compared OMol25 entry of this formula, charge and spin): 1.186 eV
* net charge: -2
* maximum force: 0.0269 Eh/bohr

Here are the natural (NBO) charges for atoms 1 to 5, given in e:
1 Ti 1.1742
2 O -0.6361
3 C 0.1920
4 C -0.2319
5 C -0.1557

---

No. 3
Density functional theory data (ωB97M-V/def2-TZVPD) for C9H4MnN5O6 as an isolated structure.

```
25
Properties=species:S:1:pos:R:3
Mn 2.02564 0.56683 1.01727
O 1.57697 1.58535 -0.60193
C 0.47720 1.64793 -1.18920
C -0.72913 1.01686 -0.79171
C -1.87742 1.22792 -1.57838
C -3.05130 0.64658 -1.20564
C -3.14031 -0.15722 -0.05766
C -2.03451 -0.37636 0.71609
C -0.79187 0.20271 0.37333
O 0.23781 -0.02707 1.12927
N -4.25075 0.86674 -2.02330
O -5.27946 0.33961 -1.65551
O -4.13472 1.56318 -3.01083
H 0.45312 2.25656 -2.09872
H -1.83745 1.84327 -2.46723
H -4.09493 -0.59551 0.19628
H -2.07933 -0.99466 1.60116
O 4.19147 0.79522 -0.26227
N 4.41483 1.58449 0.59621
O 3.39334 1.71582 1.46555
N 3.15905 -5.35244 1.74059
C 3.45336 -4.27459 2.02667
N 3.85635 -3.05797 2.39611
C 3.27233 -2.02597 1.99692
N 2.78970 -0.99728 1.68692
```

Results
* highest occupied orbital energy (alpha / beta): -9.5 / -9.6 eV
* Kohn-Sham gap (alpha / beta): 7.093 / 7.371 eV
* LUMO energy (alpha / beta): -2.45 / -2.26 eV
* electronic energy: -60448.028 eV
* ⟨S²⟩: 6.055
* multiplicity: 5
* relative energy (zero: lowest compared OMol25 entry of this formula, charge and spin): 0.398 eV
* net charge: 0
* maximum force: 0.0155 Eh/bohr

Here are the natural (NBO) charges for atoms 1 to 5, given in e:
1 Mn 1.6639
2 O -0.6435
3 C 0.4727
4 C -0.3225
5 C -0.1006

---

No. 4
Density functional theory data (ωB97M-V/def2-TZVPD) for a 17-piece molecular cluster, C9H50NO17 overall.

```
77
Properties=species:S:1:pos:R:3
C 3.47813 11.48783 14.55391
C 3.24631 12.83717 13.69333
C 2.84311 12.28988 12.29053
C 2.25930 13.21761 11.20189
C 1.03833 13.75254 11.86313
C 1.26445 14.51049 13.21863
N 2.14419 13.71426 14.13666
O 2.21287 14.16312 15.50867
C -0.09496 14.89183 13.72219
C 2.02414 15.82752 12.87604
C 4.52210 13.65831 13.41687
H 4.09902 10.88416 13.89195
H 2.53181 11.05876 14.88324
H 4.21796 11.82350 15.28060
H 2.16888 11.43737 12.37264
H 3.68305 11.97985 11.66885
H 1.99462 12.70297 10.27821
H 2.93541 14.04371 10.98157
H 0.38310 12.88280 11.81485
H 0.56876 14.38557 11.11022
H -0.76298 14.03147 13.76256
H -0.60351 15.57473 13.04166
H -0.05071 15.46537 14.64804
H 2.44482 16.27718 13.77545
H 1.31782 16.47343 12.35449
H 2.95696 15.68235 12.33119
H 4.56146 14.45630 14.15833
H 4.59483 14.13467 12.43918
H 5.43240 13.09011 13.60814
O 0.78740 17.74121 15.10539
H 0.13903 17.29831 15.65284
H 1.20176 17.03699 14.60679
O 2.71999 12.53355 17.96682
H 3.63979 12.36543 17.76207
H 2.38143 12.98749 17.19511
O -3.21163 16.44267 14.73578
H -2.93866 15.76848 14.11355
H -2.47784 17.05678 14.76149
O -1.05887 17.32020 10.28532
H -1.17501 16.37943 10.41831
H -0.18057 17.40347 9.91399
O 1.07775 10.37158 8.64970
H 1.43367 10.98918 8.01087
H 1.44109 10.65726 9.48791
O 7.02024 11.14480 15.86859
H 6.92451 10.20570 15.70999
H 6.70963 11.26962 16.76535
O 0.42009 15.48061 17.65044
H 0.97904 15.37825 16.88016
H 1.02537 15.70026 18.35870
O 5.90044 9.53313 12.23140
H 6.49230 9.61502 11.48358
H 5.02428 9.54124 11.84603
O 3.87954 15.85004 17.43776
H 4.38743 15.04069 17.49465
H 3.19293 15.65811 16.79906
O 7.88790 15.35515 14.87866
H 8.31322 15.29873 14.02300
H 6.96117 15.19919 14.69677
O 2.94888 11.95353 7.41749
H 3.18846 12.76191 7.87064
H 3.51820 11.93180 6.64832
O -2.29794 14.43128 10.66784
H -2.47225 13.53493 10.95490
H -1.86985 14.33199 9.81748
O -0.11920 11.80343 15.55819
H -0.22463 12.28014 14.73486
H 0.72130 12.10416 15.90369
O 1.63423 18.36189 9.88268
H 2.07544 19.20447 9.99045
H 2.32011 17.71104 10.03167
O 3.59097 14.47493 8.37192
H 3.59811 15.16806 7.71181
H 3.16221 14.87061 9.13074
O 2.84471 7.82292 13.51266
H 3.01902 8.66698 13.09625
H 2.41097 7.30558 12.83408
```

Results
* highest occupied orbital energy (alpha / beta): -10.3 / -11.2 eV
* Kohn-Sham gap (alpha / beta): 9.431 / 9.326 eV
* LUMO energy (alpha / beta): -0.90 / -1.83 eV
* electronic energy: -46438.237 eV
* ⟨S²⟩: 0.755
* multiplicity: 2
* relative energy (zero: lowest compared OMol25 entry of this formula, charge and spin): 1.127 eV
* net charge: 0
* maximum force: 0.1106 Eh/bohr

Here are the Mulliken charges for atoms 1 to 5, given in e:
1 C -1.1315
2 C 1.6496
3 C -1.5994
4 C 0.2999
5 C -1.4313

---

No. 5
Density functional theory data (ωB97M-V/def2-TZVPD) for C9H52NO18Pd as an isolated structure.

```
81
Properties=species:S:1:pos:R:3
Pd 0.01083 3.82564 -2.90878
C 1.95117 0.10451 -0.10864
C 0.67472 -0.15692 -0.89891
C 0.00401 -1.46211 -0.45618
C -0.64416 -1.38958 0.93217
C -1.61131 -0.21746 0.96833
C -1.06436 1.13803 0.48650
N -0.32202 0.96236 -0.77115
O -0.04424 2.02787 -1.33189
C -0.31063 1.77637 1.64290
C -2.29486 1.99431 0.21636
C 1.03704 -0.33442 -2.36278
H 2.53701 0.89966 -0.56257
H 2.55923 -0.79992 -0.18997
H 1.78223 0.22175 0.95788
H 0.76332 -2.24666 -0.43271
H -0.71196 -1.79552 -1.21430
H 0.20147 -1.30138 1.61932
H -1.17752 -2.32602 1.08959
H -1.98020 -0.14778 1.99465
H -2.47483 -0.45359 0.34212
H 0.35272 2.59705 1.35842
H 0.23439 1.02507 2.19690
H -0.99506 2.25879 2.34461
H -2.01094 3.03764 0.04007
H -2.92301 2.04755 1.10804
H -2.93644 1.62411 -0.58058
H 1.60347 0.49465 -2.78449
H 0.17132 -0.59787 -2.97067
H 1.62975 -1.24845 -2.42183
O 2.33885 3.62952 0.01213
H 2.83086 3.40211 0.81791
H 1.78941 2.86415 -0.16547
O -2.12182 0.21115 -3.24569
H -1.49450 0.54105 -2.59347
H -2.99916 0.52652 -2.96975
O -4.70532 1.27943 -2.54153
H -4.68405 2.06950 -1.99368
H -5.63511 1.03439 -2.58699
O 2.75557 3.62779 2.83816
H 3.16563 4.28287 3.41037
H 1.86300 3.53356 3.18503
O 1.88441 -3.71373 -2.99837
H 2.48489 -3.21556 -2.42271
H 2.45385 -4.06028 -3.69032
O -3.48391 -2.68899 -0.82162
H -3.19485 -2.96105 -1.69914
H -3.28128 -1.75078 -0.78035
O -1.83516 -2.09988 -4.70964
H -1.92132 -1.28899 -4.17935
H -2.18805 -2.81058 -4.16980
O 1.94990 3.24755 -3.55628
H 2.00547 2.58682 -4.25582
H 2.84544 3.36382 -3.21974
O -1.04496 2.73917 5.23681
H -1.99372 2.82292 5.36217
H -0.89833 1.80182 5.07040
O 0.88756 -0.39164 4.31334
H 0.61795 -0.08032 3.44765
H 0.61015 -1.31373 4.33070
O 3.74086 -1.31530 -4.11241
H 3.20859 -1.00216 -3.37682
H 3.08673 -1.59280 -4.76209
O -2.62507 -4.75103 0.96784
H -2.80799 -4.08504 0.28983
H -3.24684 -4.55478 1.67265
O 5.40803 0.58011 0.21472
H 6.25730 0.87573 0.55604
H 5.43587 0.80840 -0.71861
O -2.73453 -2.60304 3.59191
H -3.49349 -2.48461 3.01304
H -2.56990 -1.72821 3.95514
O 1.66936 -3.41476 3.05350
H 1.63453 -3.71110 3.96812
H 0.93763 -3.87310 2.62652
O -2.95690 4.59683 2.76873
H -3.33230 4.20958 3.56370
H -2.70217 3.84921 2.22422
O 3.75942 -2.91206 -1.02064
H 3.83015 -3.35501 -0.16894
H 4.48821 -2.28315 -1.03383
```

Results
* highest occupied orbital energy (alpha / beta): -12.3 / -12.9 eV
* Kohn-Sham gap (alpha / beta): 7.906 / 7.698 eV
* LUMO energy (alpha / beta): -4.41 / -5.19 eV
* electronic energy: -51992.834 eV
* ⟨S²⟩: 2.006
* multiplicity: 3
* net charge: +1
* maximum force: 0.0670 Eh/bohr

Here are the Mulliken charges for atoms 1 to 5, given in e:
1 Pd 0.6466
2 C -1.5526
3 C 1.8130
4 C -1.6938
5 C 0.4947